Density functional theory data (ωB97M-V with the def2-TZVPD basis set) for 2 unconnected molecules or ions with the total composition C12H13BF8NO5 at a distorted geometry.

Calculated values
Total energy in Ha: -1719.658743
Total charge: +1
Energy above the lowest of the compared OMol25 structures with the same formula, charge and spin in kJ/mol: 0.0

Last column: natural (NBO) charge in e.
Element x y z (Å)
F  5.10943  1.84358  4.48907  -0.31
F  4.27977  1.51484  2.51375  -0.32
F  1.17585  -1.24517  0.67063  -0.34
F  4.57419  -0.99073  1.56777  -0.30
F  4.14736  -0.69418  4.30152  -0.31
F  3.03802  0.56938  5.67426  -0.32
F  3.70693  -0.98602  -0.42881  -0.33
F  2.18681  0.58475  1.22762  -0.32
O  1.98212  -1.08420  2.70790  -0.51
O  -6.19071  -2.25927  -3.09923  -0.46
O  -1.28097  3.01555  -3.27933  -0.89
O  -0.32219  1.88165  -1.39845  -0.73
O  -5.15232  -3.06498  -1.28628  -0.65
N  -2.35606  0.91561  -2.34502  -0.54
C  1.95103  -0.07044  3.71872  -0.14
C  3.95917  1.61898  3.81847  0.52
C  3.29280  0.34865  4.35628  0.60
C  -2.66672  0.31164  -1.18885  0.12
C  -4.24371  -1.06777  -2.37151  -0.03
C  -2.95004  0.58919  -3.50342  0.11
C  0.51132  0.72191  -1.70763  -0.25
C  -3.60018  -0.69454  -1.18386  -0.23
C  2.22063  -0.75126  1.39072  0.85
C  -5.28496  -2.18405  -2.31722  0.75
C  3.50907  -1.38003  0.85476  0.50
C  -3.89986  -0.39588  -3.53784  -0.19
B  -1.28205  2.00806  -2.35981  1.33
H  1.51309  0.85288  -1.29747  0.24
H  -2.18491  0.61183  -0.26222  0.27
H  -3.79468  -1.16700  -0.22387  0.27
H  -4.21585  -3.26440  -1.14178  0.49
H  3.31079  2.48924  3.95573  0.14
H  3.44915  -2.46987  0.88979  0.16
H  1.38221  -0.53131  4.52556  0.24
H  -0.83051  2.72273  -4.08587  0.52
H  -4.37777  -0.68027  -4.47368  0.28
H  -2.66115  1.13469  -4.39669  0.25
H  0.59015  0.67179  -2.81107  0.16
H  0.04733  -0.21531  -1.37227  0.19
H  1.35740  0.78974  3.40963  0.20

Density functional theory data (ωB97M-V with the def2-TZVPD basis set) for a molecular structure, C41H60N5O3SSc at a distorted geometry.

Calculated values
Total energy in Ha: -3256.849894

Last column: Löwdin charge in e.
Element x y z (Å)
Sc  11.70685  7.45891  12.24107  0.96
S  13.34605  4.42534  8.72503  0.55
O  10.75342  8.62583  13.56767  -0.23
O  13.58731  7.78895  12.48133  -0.19
O  10.88802  8.47899  5.44428  0.07
N  12.11147  6.77185  6.34629  0.19
N  9.68822  6.18517  12.13665  -0.31
N  10.95034  8.57106  10.10285  0.03
N  12.40637  6.01520  10.85753  -0.01
N  11.96182  5.92736  13.96769  -0.22
C  11.46634  10.34228  15.10341  -0.06
C  9.61371  5.43729  10.88459  -0.08
C  15.25760  11.17085  16.36328  -0.07
C  8.55741  7.11936  12.12431  -0.09
C  15.87566  7.95265  13.04046  -0.09
C  13.11856  8.44370  16.39187  0.04
C  16.91008  7.56525  13.84733  0.02
C  13.30898  5.34505  13.79399  -0.11
C  15.71178  8.42490  10.55187  -0.03
C  10.65205  12.71524  15.46144  -0.08
C  11.28042  7.87412  6.40549  -0.50
C  10.41480  11.43952  14.73047  -0.52
C  15.04591  10.25721  12.26295  -0.04
C  17.38223  9.69012  11.89990  -0.06
C  14.60965  7.39467  13.22579  -0.27
C  15.56745  5.83780  14.84080  0.01
C  10.90975  8.47150  7.70317  -0.09
C  14.43466  11.14515  18.64651  -0.03
C  12.46072  10.66828  16.04008  0.00
C  15.93611  9.04470  11.95873  -0.47
C  19.19557  7.00693  15.54429  -0.06
C  11.46777  9.01513  14.70645  -0.24
C  16.78877  6.53382  14.78208  -0.16
C  17.74919  5.78110  17.01372  -0.07
C  14.49890  6.31572  14.11160  -0.11
C  12.78937  5.35213  9.99350  -0.88
C  11.84978  6.62093  15.28226  -0.09
C  18.02888  6.01164  15.53351  -0.56
C  10.50984  9.88553  10.03965  -0.06
C  14.57871  10.28086  17.33663  -0.53
C  10.38863  11.73067  13.18068  -0.02
C  13.30691  9.79510  16.60472  -0.17
C  12.21786  8.05797  15.39874  -0.15
C  10.14958  10.49204  8.85649  -0.04
C  11.09945  7.92249  8.96200  -0.11
C  18.45802  4.70470  14.84092  -0.03
C  9.63090  5.40900  13.36648  -0.17
C  10.40454  9.79845  7.70634  0.02
C  9.02639  10.88231  15.12746  -0.04
C  10.98480  4.84766  13.76098  -0.14
C  15.57140  9.12468  17.62173  -0.06
H  12.17431  6.40825  5.45467  0.07
H  15.38088  11.60659  18.90293  0.08
H  15.52865  5.01301  15.49036  0.10
H  8.82199  10.06078  14.47901  0.05
H  17.58051  10.16433  12.81949  0.06
H  8.54541  7.67188  11.18425  0.08
H  12.50001  6.13887  16.02634  0.13
H  9.60148  6.20276  10.08011  0.08
H  10.94457  4.44729  14.74863  0.12
H  9.76854  12.62480  13.05700  0.09
H  13.39195  4.87943  12.78190  0.12
H  17.50828  6.64958  17.55682  0.04
H  12.52313  11.66861  16.30625  0.08
H  8.67746  4.86241  10.83875  0.10
H  11.44519  11.86325  12.98510  0.09
H  17.68005  3.93271  14.84286  0.09
H  19.97306  6.64607  16.22280  0.08
H  7.58874  6.65643  12.27223  0.10
H  16.48265  9.53993  17.92459  0.05
H  8.18453  11.62034  15.15086  0.09
H  16.24927  11.47817  16.78097  0.10
H  8.95596  4.59186  13.37000  0.12
H  15.38354  10.66011  13.18038  0.05
H  11.61156  6.91024  9.09166  0.09
H  19.27303  4.31806  15.33643  0.05
H  11.45949  13.28282  15.12888  0.07
H  15.26308  8.41583  18.41725  0.10
H  18.86670  8.00268  15.92126  0.10
H  17.83273  8.07940  13.68962  0.09
H  13.65670  7.61913  16.82374  0.11
H  18.21063  9.02361  11.61348  0.09
H  9.19625  5.98799  14.11640  0.10
H  13.99633  10.03924  12.41059  0.07
H  10.77409  6.39686  15.61908  0.16
H  17.38817  10.38506  11.11109  0.06
H  16.37425  7.54849  10.36242  0.10
H  10.48060  4.73803  10.74566  0.09
H  14.06774  10.62194  19.48963  0.06
H  14.65497  7.96776  10.45163  0.09
H  13.64312  11.88720  18.47859  0.08
H  18.71717  5.11139  13.85416  0.10
H  12.28423  6.11680  7.15111  0.03
H  18.74772  5.57021  17.47721  0.09
H  10.04114  10.85950  12.71519  0.01
H  15.41107  10.52222  15.43695  0.11
H  16.93859  5.05898  17.33460  0.10
H  10.36738  10.44333  10.99789  0.10
H  13.39754  4.49873  14.55066  0.14
H  9.75092  11.50048  8.82154  0.12
H  14.63255  12.04876  16.24245  0.08
H  9.14964  10.41142  16.15697  0.11
H  15.88653  9.19757  9.79706  0.08
H  10.19742  10.19881  6.72752  0.12
H  14.99143  11.09047  11.57536  0.09
H  8.74927  7.89957  12.91272  0.09
H  11.35969  4.11836  13.03220  0.14
H  10.66307  12.65556  16.50965  0.07
H  19.59718  7.22634  14.57121  0.07
H  9.66655  13.34387  15.29232  0.13
H  15.90013  8.58260  16.68317  0.09

no.,LUMO (eV)
1,-5.50
2,-0.28